122
Properties=species:S:1:pos:R:3 method="wB97M-V/def2-TZVPD" e_lumo_ev="-1.70 / -1.71" charge=+1 total_energy_ev=-101634.192 multiplicity=6 homo_ev="-9.21 / -9.77" de_lowest_kj_mol=0.0 orbital_gap_ha="0.276 / 0.296" largest_force_ha_per_bohr=0.0368
Mn -0.473 0.329 0.304
C 0.181 -4.367 0.982
N 0.158 -3.082 1.645
C 1.388 -2.700 2.311
C -1.030 -2.480 2.033
N -1.074 -1.197 2.116
C -2.137 -0.574 2.885
C -1.642 0.786 3.363
N -1.094 1.528 2.225
C 0.172 2.204 2.544
C 1.300 1.230 2.849
N 1.604 0.343 1.731
C 2.822 -0.107 1.677
N 3.239 -1.068 0.803
C 4.644 -1.437 0.699
C 2.337 -1.884 0.023
N 3.807 0.354 2.574
C 5.011 1.030 2.136
C 3.829 -0.170 3.923
C -2.065 2.494 1.694
C -3.304 1.797 1.144
N -2.973 0.759 0.179
C -3.904 0.429 -0.649
N -3.742 -0.462 -1.702
C -2.741 -0.335 -2.752
C -4.658 -1.584 -1.739
N -5.196 0.941 -0.529
C -5.936 1.258 -1.736
C -6.009 0.690 0.642
N -2.090 -3.332 2.268
C -1.937 -4.521 3.086
C -3.439 -3.039 1.834
H 0.958 -4.350 0.211
H -0.781 -4.555 0.509
H 0.410 -5.198 1.659
H 2.232 -2.776 1.623
H 1.595 -3.352 3.171
H 1.296 -1.670 2.645
H -2.432 -1.175 3.753
H -3.018 -0.433 2.256
H -0.866 0.634 4.111
H -2.460 1.333 3.846
H 0.053 2.870 3.410
H 0.452 2.806 1.676
H 1.025 0.619 3.717
H 2.176 1.812 3.145
H 5.099 -1.545 1.683
H 5.215 -0.711 0.117
H 4.709 -2.394 0.187
H 1.324 -1.647 0.297
H 2.519 -2.942 0.248
H 2.480 -1.736 -1.050
H 4.905 1.359 1.104
H 5.905 0.399 2.216
H 5.174 1.917 2.756
H 3.020 -0.885 4.067
H 3.716 0.629 4.665
H 4.778 -0.680 4.125
H -1.575 3.056 0.902
H -2.386 3.196 2.476
H -3.970 2.546 0.702
H -3.858 1.368 1.985
H -2.985 0.479 -3.437
H -2.708 -1.261 -3.326
H -1.753 -0.139 -2.354
H -5.702 -1.278 -1.631
H -4.439 -2.303 -0.937
H -4.568 -2.096 -2.695
H -5.242 1.531 -2.529
H -6.577 2.117 -1.531
H -6.575 0.438 -2.089
H -5.391 0.333 1.464
H -6.770 -0.073 0.431
H -6.524 1.601 0.961
H -0.912 -4.607 3.436
H -2.205 -5.427 2.533
H -2.585 -4.456 3.965
H -3.420 -2.269 1.064
H -4.086 -2.709 2.653
H -3.876 -3.946 1.408
C 3.558 5.477 -0.061
C 3.078 5.320 -1.355
C 2.553 4.106 -1.766
C 2.501 3.024 -0.888
C 2.981 3.194 0.407
C 3.512 4.410 0.820
P 1.769 1.397 -1.370
C 2.916 0.863 -2.694
C 4.272 1.183 -2.669
C 5.141 0.645 -3.608
C 4.668 -0.221 -4.583
C 3.318 -0.544 -4.619
C 2.452 -0.018 -3.673
C 0.289 2.014 -2.208
C 0.191 2.477 -3.519
C -0.938 3.185 -3.896
C -1.915 3.449 -2.944
C -1.820 2.917 -1.664
C -0.737 2.127 -1.248
H 3.965 6.428 0.260
H 3.110 6.149 -2.051
H 2.173 4.009 -2.773
H 2.923 2.368 1.102
H 3.888 4.515 1.831
H 4.646 1.872 -1.919
H 6.192 0.902 -3.580
H 5.347 -0.648 -5.310
H 2.943 -1.209 -5.388
H 1.397 -0.274 -3.695
H 0.991 2.300 -4.231
H -1.042 3.558 -4.908
H -2.773 4.058 -3.208
H -2.646 3.129 -0.991
C -0.055 -3.611 -3.254
C -1.057 -3.667 -2.092
C -0.952 -2.504 -1.235
N -0.867 -1.564 -0.589
H -0.200 -4.478 -3.895
H 0.972 -3.618 -2.889
H -0.201 -2.710 -3.848
H -0.891 -4.560 -1.487
H -2.078 -3.710 -2.477

---

134
Properties=species:S:1:pos:R:3 method="wB97M-V/def2-TZVPD" smiles="CCCCNc1c(COc2cc(C)ccc2C(C)C)cc(N(C)C(C)=O)c2c1Sc1c(C)cc(S)c([C@@H](C)F)c1N2Br.COP(=O)(OC)OC.COP(=O)(OC)OC.COP(=O)(OC)OC" e_lumo_ev=-0.29 charge=0 total_energy_ev=-200096.298 multiplicity=1 homo_ev=-8.22 orbital_gap_ha=0.291 largest_force_ha_per_bohr=0.0219
C -1.526 -1.817 5.696
C -2.839 -1.572 4.942
C -2.696 -2.050 3.494
C -1.725 -1.171 2.698
N -1.997 -1.305 1.265
C -0.918 -0.947 0.384
C -0.396 -1.929 -0.471
C -0.930 -3.338 -0.439
O -0.271 -4.180 0.507
C 0.980 -4.634 0.178
C 1.477 -4.708 -1.118
C 2.744 -5.216 -1.400
C 3.263 -5.293 -2.811
C 3.527 -5.679 -0.351
C 3.033 -5.614 0.948
C 1.772 -5.103 1.236
C 1.232 -5.064 2.651
C 1.083 -3.586 3.090
C 2.107 -5.779 3.677
C 0.610 -1.574 -1.357
C 1.132 -0.290 -1.403
N 2.186 0.003 -2.350
C 3.335 -0.924 -2.253
C 1.705 0.059 -3.662
C 2.707 0.375 -4.738
O 0.549 -0.106 -3.951
C 0.650 0.687 -0.537
C -0.386 0.344 0.341
S -1.021 1.610 1.397
C -0.767 3.032 0.373
C -1.676 4.085 0.475
C -2.831 4.035 1.431
C -1.465 5.182 -0.345
C -0.372 5.238 -1.211
S -0.235 6.710 -2.227
C 0.557 4.205 -1.279
C 1.791 4.173 -2.155
C 1.492 3.409 -3.447
F 2.338 5.415 -2.404
C 0.328 3.072 -0.478
N 1.251 1.980 -0.576
Br 2.520 2.153 0.863
H -1.132 -2.792 5.428
H -1.671 -1.724 6.769
H -0.810 -1.056 5.386
H -3.648 -2.134 5.399
H -3.092 -0.514 4.948
H -3.665 -2.009 2.997
H -2.356 -3.085 3.436
H -1.886 -0.153 3.066
H -0.695 -1.416 2.923
H -2.817 -0.767 1.011
H -0.959 -3.776 -1.433
H -1.955 -3.268 -0.099
H 0.890 -4.372 -1.958
H 3.843 -6.204 -2.929
H 2.462 -5.337 -3.544
H 3.917 -4.450 -3.025
H 4.503 -6.093 -0.552
H 3.674 -5.991 1.727
H 0.235 -5.499 2.704
H 0.081 -3.263 2.830
H 1.797 -2.938 2.590
H 1.169 -3.503 4.171
H 2.945 -5.157 3.987
H 1.544 -6.004 4.579
H 2.505 -6.724 3.312
H 1.001 -2.312 -2.033
H 4.277 -0.396 -2.372
H 3.349 -1.382 -1.270
H 3.303 -1.729 -2.987
H 2.860 -0.489 -5.377
H 2.251 1.136 -5.362
H 3.643 0.765 -4.355
H -3.424 4.940 1.360
H -2.458 3.999 2.453
H -3.433 3.155 1.226
H -2.156 6.009 -0.301
H -1.091 6.426 -3.223
H 2.548 3.617 -1.613
H 0.487 3.007 -3.363
H 2.151 2.556 -3.500
H 1.616 4.003 -4.345
C -5.757 -3.861 10.062
O -5.661 -2.436 10.192
P -4.497 -1.720 9.395
O -4.365 -2.071 7.985
O -3.169 -2.031 10.220
C -3.194 -1.967 11.650
O -4.838 -0.210 9.712
C -4.035 0.798 9.081
H -6.167 -4.248 10.991
H -6.423 -4.107 9.237
H -4.780 -4.313 9.885
H -3.295 -2.975 12.053
H -4.013 -1.348 12.015
H -2.250 -1.543 11.983
H -3.402 0.378 8.300
H -3.413 1.278 9.836
H -4.702 1.534 8.640
C 6.650 2.534 -6.861
O 6.818 3.311 -5.668
P 5.576 4.171 -5.192
O 4.299 3.462 -5.125
O 5.523 5.418 -6.181
C 6.738 6.078 -6.551
O 6.144 4.729 -3.834
C 5.272 5.536 -3.016
H 7.620 2.462 -7.346
H 6.298 1.538 -6.600
H 5.941 3.001 -7.546
H 7.056 5.723 -7.531
H 7.533 5.902 -5.827
H 6.536 7.145 -6.606
H 4.251 5.518 -3.373
H 5.640 6.561 -3.017
H 5.304 5.142 -2.003
C -2.570 2.898 -4.389
O -3.208 2.365 -5.555
P -4.669 1.794 -5.362
O -5.641 2.660 -4.701
O -4.446 0.424 -4.578
C -3.334 -0.406 -4.950
O -4.998 1.395 -6.857
C -6.307 0.883 -7.136
H -1.502 2.722 -4.489
H -2.763 3.967 -4.317
H -2.922 2.403 -3.481
H -2.512 -0.221 -4.258
H -2.997 -0.205 -5.965
H -3.641 -1.447 -4.875
H -6.980 1.017 -6.290
H -6.228 -0.177 -7.374
H -6.704 1.418 -7.995

---

121
Properties=species:S:1:pos:R:3 method="wB97M-V/def2-TZVPD" e_lumo_ev="0.15 / 0.06" charge=0 total_energy_ev=-64943.641 multiplicity=3 homo_ev="-8.14 / -8.87" orbital_gap_ha="0.305 / 0.328" largest_force_ha_per_bohr=0.0407
C 0.163 4.175 7.037
C 0.060 3.408 8.316
O 0.520 3.821 9.343
O -0.563 2.204 8.239
C 0.376 1.109 8.341
C -0.236 -0.140 7.735
C -0.970 0.177 6.434
C -0.947 -0.981 5.426
C -1.499 -0.467 4.093
C -2.094 -1.534 3.172
O -3.467 -1.742 3.459
C -1.383 -2.807 3.464
N -0.774 -3.739 3.686
C -1.921 -1.263 1.625
C -2.117 -2.572 0.972
N -2.374 -3.574 0.503
C -0.499 -0.807 1.251
C -0.171 -0.816 -0.261
C 0.377 0.533 -0.747
O 0.633 -1.897 -0.674
C 1.970 -1.845 -0.204
C 2.345 -3.055 0.638
C 1.416 -4.043 0.956
C 1.799 -5.120 1.764
C 3.105 -5.183 2.235
C 4.044 -4.211 1.891
C 3.666 -3.138 1.087
C -3.053 -0.393 1.048
C -3.243 0.889 1.825
C -2.292 1.979 1.590
O -3.613 2.005 1.091
H 0.679 5.106 7.215
H 0.706 3.568 6.314
H -0.815 4.388 6.614
H 1.300 1.387 7.831
H 0.594 0.971 9.396
H 0.556 -0.869 7.586
H -0.937 -0.523 8.474
H -0.540 1.058 5.957
H -2.012 0.407 6.634
H -1.625 -1.735 5.819
H 0.057 -1.374 5.309
H -2.320 0.194 4.364
H -0.752 0.153 3.611
H -3.645 -2.686 3.529
H -0.273 0.167 1.669
H 0.188 -1.509 1.729
H -1.113 -0.940 -0.795
H 1.114 0.904 -0.039
H 0.914 0.324 -1.668
H -0.416 1.246 -0.933
H 2.179 -0.964 0.398
H 2.617 -1.876 -1.080
H 0.417 -3.946 0.561
H 1.059 -5.860 2.023
H 3.393 -6.003 2.879
H 5.057 -4.268 2.258
H 4.397 -2.388 0.822
H -2.827 -0.024 0.053
H -4.008 -0.904 1.106
H -3.630 0.791 2.822
H -2.162 2.589 2.472
H -1.549 1.873 0.824
C -1.785 -5.972 -3.583
C -1.216 -4.525 -3.670
C -2.329 -3.459 -3.655
C -2.957 -3.074 -5.001
C -1.907 -2.947 -6.104
C -1.020 -4.185 -6.185
N -0.341 -4.417 -4.877
O 0.577 -3.522 -4.700
C -1.892 -5.379 -6.618
C 0.024 -4.033 -7.285
C -0.417 -4.338 -2.386
H -1.647 -6.544 -4.497
H -1.262 -6.546 -2.818
H -2.849 -5.982 -3.339
H -1.911 -2.541 -3.228
H -3.111 -3.778 -2.965
H -3.725 -3.798 -5.286
H -3.479 -2.121 -4.889
H -2.397 -2.788 -7.067
H -1.293 -2.059 -5.923
H -1.292 -6.286 -6.709
H -2.327 -5.171 -7.596
H -2.721 -5.586 -5.947
H 0.643 -3.149 -7.148
H -0.472 -3.945 -8.252
H 0.677 -4.907 -7.321
H 0.460 -4.989 -2.362
H -1.049 -4.589 -1.536
H -0.083 -3.317 -2.251
C 2.379 5.478 -4.074
C 1.745 4.741 -2.858
C 0.307 5.219 -2.570
C 0.140 6.440 -1.657
C 1.093 6.393 -0.464
C 2.536 6.164 -0.901
N 2.641 4.890 -1.673
O 2.509 3.881 -0.872
C 2.998 7.387 -1.715
C 3.467 6.111 0.304
C 1.650 3.282 -3.289
H 3.193 6.141 -3.796
H 2.829 4.767 -4.766
H 1.644 6.064 -4.627
H -0.236 4.395 -2.096
H -0.199 5.402 -3.518
H 0.279 7.364 -2.223
H -0.890 6.471 -1.294
H 1.029 7.326 0.099
H 0.780 5.600 0.222
H 4.035 7.273 -2.032
H 2.939 8.278 -1.089
H 2.392 7.586 -2.595
H 3.175 5.344 1.020
H 3.451 7.070 0.822
H 4.494 5.915 -0.009
H 2.637 2.833 -3.411
H 1.134 3.222 -4.247
H 1.089 2.677 -2.578

---

Q: The highest multiplicity belongs to which entry?
A: C42H67MnN11P

---

Q: Look up the multiplicity of the first one.
A: 6

---

Q: Among the records above, which one has the highest multiplicity?
A: C42H67MnN11P